ORCA calculation (ωB97M-V/def2-TZVPD) on a molecular structure, C37H38MoN5O2.

Structure (XYZ):
```
83
Properties=species:S:1:pos:R:3:forces:R:3:mulliken_charge:R:1
Mo -0.366312 1.008741 -0.773825 -0.6 0.9 -1.9 -1.397
O -1.755112 -0.309531 -1.536820 -0.4 -0.2 -0.2 0.137
C -2.981169 -0.650244 -1.389534 -0.5 0.2 0.3 -0.341
C -3.488889 -1.748829 -2.125175 0.0 -0.1 -0.1 -0.581
C -4.771244 -2.191736 -1.940555 0.3 0.1 -0.1 -0.619
C -5.622201 -1.562042 -1.021131 -0.3 0.2 0.3 -0.860
C -5.178055 -0.474991 -0.318012 -0.1 -0.2 -0.1 -0.894
C -3.870693 0.020335 -0.499240 0.5 -0.2 -0.2 0.829
C -3.461813 1.200899 0.149842 0.0 0.0 -0.2 -0.469
N -2.319379 1.813058 0.011712 0.2 -0.7 -0.1 0.168
C -2.183334 2.970906 0.874534 0.2 0.7 0.4 -0.850
C -1.005132 3.776733 0.390129 -0.7 0.3 0.1 -1.277
N 0.131132 2.900367 0.223099 1.1 0.5 0.9 0.568
C 1.292276 3.468900 0.368943 -0.9 -0.1 0.0 -0.700
C 2.417893 3.019821 -0.362494 0.3 -0.3 -0.8 0.416
C 3.747146 3.230656 0.012935 -0.2 0.0 0.0 -0.305
C 4.766833 2.912764 -0.848291 0.2 0.1 0.1 -0.903
C 4.467964 2.462548 -2.134532 0.0 0.1 0.1 -0.558
C 3.169050 2.311571 -2.552565 -0.3 0.0 -0.1 -0.573
C 2.089187 2.529832 -1.672215 1.6 0.7 0.7 0.864
O 0.871711 2.325985 -2.040263 -1.5 -0.9 0.4 -0.894
H -2.818895 -2.222475 -2.825659 0.1 -0.1 -0.1 0.571
H -5.132076 -3.038851 -2.506440 0.0 0.0 0.0 0.452
H -6.626598 -1.929907 -0.883109 -0.1 0.0 0.0 0.448
H -5.831417 0.030275 0.378247 -0.1 0.1 0.1 0.444
H -4.190766 1.642349 0.836692 0.0 0.1 -0.2 0.355
H -1.997598 2.637000 1.908495 -0.1 0.1 -0.1 0.254
H -3.093792 3.585246 0.866287 0.2 -0.2 0.0 0.563
H -0.789408 4.623260 1.054618 0.0 -0.2 -0.1 0.497
H -1.236309 4.183319 -0.608581 0.0 0.0 0.3 0.328
H 1.363074 4.416677 0.908421 -0.1 0.0 0.0 0.404
H 3.951926 3.610735 1.003069 0.1 0.1 0.1 0.488
H 5.792058 3.032858 -0.542004 0.2 0.0 0.0 0.456
H 5.275377 2.226418 -2.809662 0.1 0.0 -0.1 0.461
H 2.943043 1.968829 -3.548894 -0.1 0.0 -0.2 0.507
C 0.040801 -0.140558 -5.031687 0.0 0.1 0.3 -1.049
C 1.232279 -0.856230 -5.062973 0.2 -0.1 -0.1 -0.988
C 1.963392 -1.026949 -3.909456 0.0 0.0 0.1 -0.569
C 1.491833 -0.501781 -2.697291 -0.5 0.1 -0.1 1.068
C 0.273332 0.182692 -2.648610 0.7 -0.6 0.2 1.119
C -0.425726 0.366430 -3.833144 -0.4 0.1 0.0 -0.691
C 2.217611 -0.523923 -1.450589 -0.2 0.3 0.3 0.409
C 3.491023 -1.118077 -1.339180 0.4 0.0 0.3 -1.414
C 4.228725 -0.972835 -0.206269 -0.5 0.1 -0.4 -1.341
C 3.667679 -0.268884 0.880141 -0.4 0.2 -0.1 1.058
C 4.391210 -0.063392 2.067248 -0.1 0.0 0.2 -0.792
C 3.835354 0.599255 3.127527 0.2 -0.1 -0.1 -1.106
C 2.524789 1.068064 3.020844 -0.3 -0.1 -0.2 -0.949
C 1.794446 0.876600 1.872642 -0.2 0.2 0.2 -0.496
C 2.343768 0.237690 0.745701 0.5 -0.1 0.6 -0.279
N 1.639611 0.139721 -0.429441 0.0 -0.8 -0.2 2.598
H -0.518281 0.013449 -5.942239 -0.1 0.0 -0.1 0.465
H 1.590985 -1.264918 -5.994277 0.1 0.0 -0.1 0.448
H 2.902735 -1.555636 -3.955998 0.1 -0.1 0.0 0.409
H -1.361691 0.914680 -3.814765 0.0 0.0 -0.1 0.447
H 3.892371 -1.651726 -2.181921 0.0 0.0 -0.1 0.583
H 5.226814 -1.371829 -0.136338 0.2 -0.1 0.0 0.470
H 5.396059 -0.450092 2.130454 0.1 -0.1 0.0 0.504
H 4.389893 0.746810 4.040437 0.1 0.0 0.1 0.449
H 2.072996 1.578873 3.858556 -0.1 0.1 0.1 0.517
H 0.782056 1.250488 1.820454 0.2 -0.1 0.0 0.937
C -3.145611 -3.988644 2.213448 0.3 0.0 0.0 -1.114
C -1.684022 -3.584289 2.411524 -0.4 -0.4 -0.1 -0.748
N -1.500099 -2.154297 2.221687 0.0 0.2 -0.1 0.486
C -1.805542 -1.346256 3.392748 0.2 0.3 0.2 -1.129
C -0.536147 -1.009741 4.178130 -0.2 0.0 -0.1 -0.623
C -1.050255 -1.608732 1.078896 0.1 -0.4 -0.1 0.591
C -0.663689 -2.524582 -0.040019 0.2 0.2 -0.2 -1.846
N -0.917241 -0.324474 0.912732 0.5 0.8 0.3 1.771
H -3.253573 -5.054796 2.395933 -0.1 -0.1 0.0 0.438
H -3.465746 -3.772448 1.195610 0.0 0.0 -0.1 0.216
H -3.800715 -3.453108 2.899439 0.0 0.0 0.0 0.349
H -1.051222 -4.137116 1.720091 0.0 0.0 0.1 0.382
H -1.361418 -3.836531 3.426703 0.1 0.1 -0.1 0.416
H -2.478265 -1.918815 4.032821 -0.1 0.1 -0.2 0.544
H -2.346603 -0.438901 3.102413 0.0 -0.1 0.0 0.413
H -0.123430 -1.914083 4.621474 0.0 0.0 0.1 0.367
H -0.759635 -0.303599 4.974452 0.0 0.0 0.1 0.401
H 0.226159 -0.580934 3.530124 0.0 0.1 0.0 -0.033
H 0.176713 -3.149517 0.257230 0.0 -0.1 0.0 0.599
H -0.371746 -1.925990 -0.900207 0.0 -0.1 0.1 -0.257
H -1.497264 -3.164572 -0.324897 0.0 0.0 0.0 0.524
H -1.233188 0.202028 1.721821 0.2 -0.1 0.0 -0.542
```
Forces are in eV/Å.

HOMO energy   -9.7 eV
Charge   +1
Largest force on an atom   2.2 eV/Å

---

ORCA calculation (ωB97M-V/def2-TZVPD) on a gas-phase ion, C9H13N2O (charge +1).

Structure (XYZ):
```
25
Properties=species:S:1:pos:R:3:forces:R:3:mulliken_charge:R:1
N 2.100236 -0.229419 2.731951 0.3 0.0 0.4 -0.600
C 2.741093 -0.023790 1.428120 -0.1 -0.2 -0.2 -0.638
C 2.314655 -1.129453 0.455153 0.7 0.1 0.4 -0.512
O 1.137428 -0.789088 -0.297666 -0.1 -0.1 -0.2 -0.338
C 0.006889 -0.533499 0.261049 -2.7 2.3 -1.9 0.757
N -0.218874 -0.587412 1.536728 0.1 -0.3 -0.1 -0.254
C -1.084702 0.102169 -0.766816 1.9 -1.8 1.8 0.972
C -2.361256 0.419598 -0.325399 0.2 0.0 -0.1 -0.526
C -3.281678 0.901566 -1.239330 0.0 0.0 0.0 -0.729
C -2.930711 1.046035 -2.573557 0.0 0.0 0.0 -0.480
C -1.653687 0.719581 -3.002365 0.0 0.0 0.0 -0.562
C -0.723203 0.233344 -2.100262 0.0 0.0 0.1 -0.464
H 2.566340 -0.969061 3.246641 0.0 0.0 0.0 0.232
H 2.161226 0.610869 3.296991 0.0 -0.1 0.0 0.235
H 3.833616 -0.008574 1.493953 -0.1 0.0 0.0 0.415
H 2.418697 0.940800 1.028932 0.1 0.0 0.0 0.354
H 3.073172 -1.278544 -0.313686 -0.1 0.0 0.1 0.369
H 2.152580 -2.070605 0.989973 -0.1 0.0 -0.1 0.370
H 0.598971 -0.629469 2.219525 -0.1 0.0 -0.1 0.340
H -1.133964 -0.348290 1.888931 0.0 0.0 -0.2 0.189
H -2.658120 0.291092 0.703589 -0.1 0.0 0.1 0.215
H -4.278070 1.151220 -0.912664 -0.1 0.0 0.0 0.410
H -3.661592 1.403746 -3.282371 0.0 0.1 -0.1 0.405
H -1.384798 0.822207 -4.041871 0.0 0.0 -0.1 0.410
H 0.265751 -0.045021 -2.425549 0.1 0.0 0.0 0.430
```
Forces are in eV/Å.

SMILES string   NCCOC(=[NH2+])c1ccccc1
HOMO energy   -13.0 eV
Charge   +1
Largest force on an atom   4.0 eV/Å
Energy relative to the best compared isomer or geometry (same formula, charge and spin)   0.502 eV

---

ORCA calculation (ωB97M-V/def2-TZVPD) on C14H22O5 in the gas phase.

Structure (XYZ):
```
41
Properties=species:S:1:pos:R:3:forces:R:3:mulliken_charge:R:1
C 2.030794 3.468589 0.781912 -0.1 -0.2 -0.2 -0.916
C 1.617161 2.983456 -0.602375 0.2 0.2 0.1 -0.356
O 0.477982 2.133905 -0.595642 -0.1 -0.2 0.3 -0.311
C 0.706794 0.803717 -0.310822 -0.2 -0.3 -0.7 -0.759
O 1.046731 0.679832 1.062385 -0.1 0.0 0.3 -0.271
C 1.134039 -0.605953 1.487514 -0.2 -0.3 -0.5 -0.160
C 2.005428 -0.823840 2.666135 0.2 -0.5 0.5 0.269
O 2.143987 -1.888362 3.217075 -0.1 0.1 -0.1 -0.604
O 2.630347 0.286139 3.068023 0.1 0.6 0.0 -0.408
C 0.521691 -1.631368 0.888125 0.2 0.3 0.2 -1.148
C -0.455313 -1.465380 -0.229396 -0.1 0.2 0.1 1.018
C -1.836215 -1.962855 0.196584 0.1 0.0 -0.2 -0.509
C -2.053183 -3.082710 1.169364 -0.1 -0.2 -0.1 -0.639
C -2.370683 -1.672709 1.566245 -0.1 0.2 0.0 -0.417
C -0.555894 0.007822 -0.688590 0.5 0.2 -0.1 0.878
C -0.752411 0.154112 -2.201950 -0.3 0.1 0.2 -1.090
C -2.113223 -0.295945 -2.726774 0.4 0.2 -0.4 -0.503
C -2.324826 0.180996 -4.167008 -0.2 -0.5 0.2 -0.788
O -2.264786 1.578902 -4.299774 0.0 0.5 0.1 -0.511
H 2.864829 4.159562 0.687877 0.1 0.1 0.0 0.407
H 1.197151 3.979434 1.255925 -0.1 0.1 0.1 0.255
H 2.324284 2.632364 1.409640 0.1 0.0 0.1 0.166
H 2.454326 2.464253 -1.090023 -0.1 0.1 0.0 0.335
H 1.318466 3.832001 -1.224620 0.1 -0.1 0.0 0.345
H 1.570874 0.416916 -0.896127 -0.1 0.1 0.2 0.375
H 3.171771 0.095819 3.850361 -0.2 -0.3 -0.2 0.365
H 0.705587 -2.621850 1.269391 0.1 -0.1 0.1 0.537
H -0.122651 -2.084574 -1.073995 0.0 0.0 0.0 0.370
H -2.554500 -1.909660 -0.610725 -0.1 0.0 0.1 0.356
H -1.206578 -3.563005 1.630636 0.1 0.0 0.1 0.190
H -2.874431 -3.757139 0.976475 -0.1 0.0 0.0 0.285
H -3.405370 -1.381972 1.668251 -0.1 0.0 0.0 0.298
H -1.710590 -1.192393 2.272163 0.1 0.0 0.0 0.177
H -1.384487 0.492077 -0.163310 0.0 0.0 0.0 0.208
H 0.034306 -0.399633 -2.720827 0.1 0.0 0.0 0.313
H -0.631185 1.210428 -2.450364 0.0 -0.1 0.0 0.559
H -2.198155 -1.383044 -2.715515 -0.1 -0.1 0.1 0.297
H -2.903564 0.120275 -2.095930 -0.1 -0.1 0.0 0.370
H -3.289124 -0.197783 -4.539333 0.2 0.0 0.0 0.375
H -1.531903 -0.205138 -4.811739 -0.1 -0.1 0.0 0.327
H -2.888442 1.975051 -3.680398 0.0 0.0 -0.1 0.316
```
Forces are in eV/Å.

SMILES string   CCO[C@H]1OC(C(=O)O)=C[C@@H](C2CC2)[C@@H]1CCCO
HOMO energy   -9.1 eV
Largest force on an atom   0.8 eV/Å
Energy relative to the best compared isomer or geometry (same formula, charge and spin)   0.231 eV